Molecular formula: C43H105Cl4NO25P6
Method: DFT, ωB97M-V/def2-TZVPD

```
184
Properties=species:S:1:pos:R:3:forces:R:3:mulliken_charge:R:1
C -2.13094 5.24370 7.22619 0.1263 -0.6594 -1.3815 -0.883
C -3.39879 5.06493 6.38291 0.5336 -0.3272 0.4106 -0.283
O -3.24982 5.35867 4.97597 0.0323 0.5718 -0.0329 -0.361
P -2.54356 4.40701 3.93694 0.0861 -1.9182 -0.4622 0.825
O -3.04525 3.00079 3.86137 1.1779 1.7989 0.5550 -0.667
O -2.74117 5.19505 2.56851 -0.4158 0.9626 1.7010 -0.429
C -2.46240 4.53126 1.37148 0.1759 -0.9458 -2.2984 0.571
C -3.11605 5.24294 0.14961 0.3047 -0.2998 1.1202 -1.297
O -0.93872 4.54831 4.25473 -1.8127 -1.2268 0.1486 0.114
C -0.40724 5.84474 4.38583 1.0364 0.9009 -1.6723 -0.535
C 0.42123 6.12812 3.09120 -0.0355 0.5461 0.4310 -0.990
H -1.75424 6.26417 7.15676 -0.3261 0.1165 0.7665 0.284
H -2.36230 4.79593 8.19266 0.1838 0.7400 0.3073 0.390
H -1.31567 4.64641 6.81794 -0.0467 -0.2798 -0.0612 0.165
H -3.73494 4.03244 6.47807 -0.2152 0.0534 -0.0422 0.322
H -4.13837 5.75049 6.79659 -0.2459 -0.1111 -0.5090 0.311
H -1.38632 4.46290 1.21179 0.2469 0.3997 -0.0217 -0.278
H -2.75384 3.48308 1.43837 -0.4582 0.0036 0.0267 0.303
H -2.89813 6.30719 0.23880 0.0244 0.0436 -0.2227 0.377
H -2.69920 4.84978 -0.77762 0.1521 0.0242 0.1156 0.083
H -4.19790 5.11306 0.12051 0.0014 -0.0424 0.1832 0.430
H -1.21117 6.56558 4.53479 0.1540 0.1729 -0.0486 0.460
H 0.27022 5.88221 5.23890 -0.1249 -0.1675 0.1154 0.353
H 1.23288 5.40738 2.99196 -0.0824 -0.0779 0.0909 0.243
H -0.14259 6.14501 2.15850 -0.4152 -0.3964 0.2119 0.125
H 0.89128 7.11156 3.09270 0.0658 0.1529 0.4562 0.545
C 3.54269 -1.59941 7.29291 -0.5154 -0.9501 -0.3639 -1.161
C 2.76504 -2.97493 7.31100 0.4079 2.1609 0.0940 -0.173
O 2.36920 -3.52714 6.03911 -0.7503 0.4872 -0.8908 -0.402
P 1.11115 -3.03892 5.10491 -0.3172 0.9246 0.8382 0.981
O 0.67982 -1.59925 5.19958 0.7743 -2.2415 0.2362 -0.640
O 1.59342 -3.47404 3.64240 0.8470 -0.6540 2.6305 -0.541
C 0.88553 -2.98469 2.53500 -0.9726 0.2709 -1.3893 1.708
C 1.56116 -3.42106 1.23866 -0.1627 -0.2689 0.4596 -1.319
O -0.08666 -4.10839 5.48055 1.0765 0.9282 0.4067 0.011
C -0.76224 -3.95724 6.76524 -1.4410 -0.3721 0.0641 -0.310
C -1.93442 -4.97007 6.85223 0.1542 -0.6809 -0.8296 -1.036
H 2.95854 -0.75302 6.93169 -0.1556 -0.2219 -0.1111 0.263
H 3.80271 -1.40409 8.33327 0.0500 0.0242 0.0611 0.425
H 4.46941 -1.66333 6.72264 -0.0403 -0.0806 -0.0560 0.297
H 3.45597 -3.64535 7.82214 -0.4013 -0.5627 -0.4311 0.389
H 1.89780 -2.78337 7.94291 -0.1629 -0.3887 -0.0442 0.170
H -0.10998 -3.42459 2.59457 -0.2909 0.1025 -0.2510 -0.597
H 0.79388 -1.90198 2.62131 0.0537 0.0799 -0.1525 -0.154
H 1.63383 -4.50827 1.21043 0.0982 -0.0892 0.1562 0.400
H 0.94098 -3.16374 0.38002 0.1249 0.3667 0.0456 0.212
H 2.56513 -3.00683 1.14618 -0.1198 0.1331 -0.1017 0.178
H -0.13946 -4.04684 7.65531 0.6625 -0.3817 -0.4189 0.357
H -1.20572 -2.96573 6.85657 0.1750 0.2125 -0.3959 0.380
H -2.81250 -4.65313 6.28955 -0.0477 0.4724 0.2652 0.096
H -1.74432 -5.93007 6.37226 0.7954 0.0290 -0.2308 0.261
H -2.22431 -5.33110 7.83901 0.0928 0.8234 0.3255 0.436
C 4.90623 0.93633 2.77599 -0.0866 -0.7910 1.2721 -1.041
C 4.36482 -0.13686 1.88437 0.3944 0.5018 -1.3126 -0.401
O 2.93543 0.05391 1.75277 -0.0326 0.9397 -0.9562 0.083
P 2.28303 0.99647 0.60268 -0.7244 -0.2689 0.0242 0.049
O 1.87821 0.24893 -0.62124 0.4323 1.3252 1.6296 -0.717
O 3.31572 2.21884 0.38929 0.6001 -2.3064 0.7720 -0.249
C 2.96873 3.41656 -0.27384 -0.8609 0.2090 0.2482 1.116
C 4.21847 4.06948 -0.84203 -0.4606 0.1761 -0.6077 -1.350
O 1.03940 1.69284 1.39474 1.0280 -0.2383 -2.2567 0.480
C 1.15019 2.49041 2.56313 1.0757 -1.1960 1.8896 1.049
C 0.61285 1.57347 3.62366 -2.1427 0.1532 1.3639 -1.328
H 4.77272 1.94135 2.37574 -0.0862 -0.2122 0.0689 0.139
H 4.34733 0.75340 3.69375 0.0075 0.7946 0.3833 0.230
H 5.94946 0.75488 3.03451 0.1239 0.0652 -0.2310 0.489
H 4.88653 -0.03228 0.93306 -0.4095 -0.2193 -0.4813 0.321
H 4.54101 -1.16350 2.20539 -0.2208 0.1810 0.3742 0.421
H 2.16701 3.18691 -0.97570 0.3756 0.1426 -0.6439 -0.086
H 2.43414 3.96321 0.50299 0.2983 0.8798 -0.0624 -0.382
H 3.97916 4.97846 -1.39392 -0.2956 0.2224 0.3322 0.253
H 4.96655 4.31508 -0.08827 -0.0970 -0.2091 0.0651 0.367
H 4.65452 3.46752 -1.63929 0.1228 -0.4533 0.3286 0.370
H 2.17395 2.68927 2.88010 0.5296 0.1340 -0.7137 0.371
H 0.65946 3.46353 2.54562 -0.4620 -0.4504 -0.6968 -0.854
H -0.36180 1.22929 3.27769 0.0074 -0.2986 -0.1666 -0.120
H 1.16053 0.69314 3.96007 0.4965 0.1854 -0.5833 0.337
H 0.27453 2.07376 4.53105 0.4781 0.4789 0.1847 0.421
C -0.66997 -8.03573 3.04785 -0.0203 0.2866 1.5641 -1.551
C -1.09318 -6.58336 3.36030 1.2572 -1.4515 0.1941 0.482
O -1.65627 -6.08600 2.16623 -2.5759 1.8693 -0.1414 -0.219
P -2.97648 -5.14655 2.16485 0.0813 0.4042 -1.1551 0.425
O -3.20892 -4.48229 0.85170 0.2225 -0.8564 1.1912 -0.671
O -4.20800 -6.07096 2.65601 3.0790 -0.1381 0.1060 -0.402
C -5.50804 -5.62637 2.54751 -2.3906 -0.3379 -1.1286 0.075
C -6.27762 -6.77239 1.85066 0.0620 0.2629 0.2769 -1.346
O -2.80017 -4.10058 3.36239 -0.0495 -0.7883 -0.6182 0.504
C -3.66448 -2.93163 3.35129 -0.2517 -0.1821 -0.6984 0.334
C -2.94713 -1.93484 4.15366 0.1942 1.3970 0.9277 -1.250
H 0.27557 -8.07475 2.50698 -0.3733 -0.0621 -0.3717 0.325
H -0.48613 -8.51125 4.01128 0.3426 -0.0316 0.2165 0.438
H -1.47006 -8.66137 2.65220 0.0620 0.4051 -0.5723 0.367
H -1.70531 -6.52016 4.25997 -0.5963 -0.0137 -0.4029 0.023
H -0.21332 -5.98676 3.60115 0.0795 0.0500 -0.0986 0.011
H -5.91823 -5.39760 3.53112 0.0268 -0.1164 0.1311 0.268
H -5.62775 -4.73141 1.93693 0.4097 0.1688 -0.0679 0.082
H -7.21711 -6.46022 1.39458 -0.1290 0.1119 0.3396 0.375
H -5.67698 -7.16850 1.03186 0.1630 0.0930 0.0854 0.338
H -6.44348 -7.57530 2.56895 -0.1418 -0.0707 -0.1251 0.317
H -3.91057 -2.59363 2.34467 0.5049 -0.2159 -0.2346 -0.157
H -4.63356 -3.15361 3.79817 0.0349 -0.3589 0.2222 0.279
H -3.08858 -2.22264 5.19542 0.4586 0.2850 0.1962 0.408
H -1.89072 -1.80321 3.91968 0.0632 -0.5091 0.0036 -0.081
H -3.34374 -0.92861 4.01827 -0.4136 0.0030 0.0881 0.513
C 3.00167 -4.32637 -11.90558 0.4496 -0.8921 0.0970 -1.295
C 2.69622 -5.35646 -10.80936 -0.2799 -1.1375 -2.8992 -0.061
O 2.34022 -4.63704 -9.73226 0.1176 2.2286 4.6090 -0.221
P 2.36834 -5.28158 -8.25059 -1.3410 0.3796 -0.1025 0.854
O 1.45326 -6.45498 -8.25890 1.2107 0.8477 0.7485 -0.700
O 3.92144 -5.52725 -7.92910 -1.5041 0.7294 -0.5276 -0.270
C 4.54998 -6.77406 -8.18884 2.4943 0.0281 0.4307 -0.387
C 5.92745 -6.52530 -8.93899 -1.5100 -0.9504 -0.2765 -1.020
O 2.01152 -4.02359 -7.24905 0.2418 -1.1657 -2.5993 -0.331
C 1.22546 -4.23895 -6.08430 -0.9380 0.8537 2.2781 -0.260
C 0.69950 -2.85663 -5.45040 1.1101 -0.6172 -1.0604 -1.120
H 3.01671 -4.82503 -12.87472 -0.3600 0.2447 -0.1645 0.362
H 2.29576 -3.50006 -11.82189 -0.0769 -0.2053 -0.3377 0.328
H 4.00797 -3.92680 -11.77990 0.0063 0.1065 0.2391 0.303
H 1.83459 -5.99144 -11.01551 -0.1566 -0.0666 -0.7484 0.324
H 3.49847 -6.08621 -10.69995 0.5312 0.2792 0.4341 0.201
H 4.77316 -7.09776 -7.17222 0.1258 -0.6862 -0.1879 0.388
H 3.93256 -7.52133 -8.68732 -0.1727 0.3174 -0.0692 0.364
H 6.40178 -7.47649 -9.18056 0.0977 -0.3246 0.6867 0.377
H 5.73593 -6.20605 -9.96344 -0.0977 0.8457 0.1500 0.260
H 6.63338 -5.89206 -8.40163 -0.3314 0.0745 -0.0863 0.298
H 0.32558 -4.84732 -6.17488 0.1928 -0.2147 -0.9278 0.313
H 1.89880 -4.80090 -5.43707 -0.2546 0.2800 0.6539 0.317
H 1.54284 -2.22493 -5.17142 0.0467 0.0078 -0.0843 0.300
H 0.10725 -2.31934 -6.19110 0.1801 -0.0719 -0.3154 0.316
H 0.04107 -2.88545 -4.58222 0.1995 -0.8550 0.1209 0.361
C 2.00416 2.30859 -4.48752 -0.4863 -0.6975 0.5475 -1.425
C 0.95753 3.25725 -3.87497 -0.0087 -1.3913 -1.5183 0.534
O 1.65849 4.28647 -3.27921 0.8105 3.2523 2.0470 -0.203
P 0.90391 5.47231 -2.46046 -0.4947 0.2779 -1.1701 0.314
O -0.00114 5.04349 -1.38137 0.2862 0.1938 -0.6620 0.193
O 2.05587 6.45787 -2.00040 1.0334 -0.2506 -0.3437 -0.340
C 2.10492 7.07043 -0.70291 -0.8731 -0.1981 1.4197 0.201
C 3.10233 8.22885 -0.53942 -0.1507 -0.9234 -1.4262 -1.411
O 0.18952 6.34965 -3.63398 -0.1751 -0.6816 2.0490 -0.355
C 0.81492 6.68043 -4.85542 0.2259 -0.4513 -1.0161 -0.234
C 1.65136 7.95053 -4.91442 0.6110 -0.8301 0.6211 -1.169
H 2.68776 2.02014 -3.68903 -0.1224 -0.2583 0.1177 0.259
H 1.46922 1.42446 -4.83431 0.0669 -0.2058 0.1511 0.405
H 2.65568 2.58625 -5.31608 -0.4558 0.9147 -0.0494 0.355
H 0.28761 3.65501 -4.63726 -0.1408 0.0406 -0.1678 0.235
H 0.34649 2.74080 -3.13469 0.0459 -0.2231 0.0138 -0.106
H 1.09308 7.40523 -0.47443 -0.0701 0.5844 -0.2540 0.421
H 2.19065 6.30864 0.07196 0.7111 -0.3280 -0.1409 -0.098
H 4.14925 7.98065 -0.71395 -0.0054 -0.5676 0.2322 0.325
H 2.89077 8.89228 -1.37800 -0.2010 0.6807 0.4701 0.326
H 3.02223 8.65794 0.45936 -0.2750 0.1955 -0.2780 0.350
H 1.50663 5.86794 -5.07787 -0.0038 -0.1165 -0.3598 0.227
H 0.00697 6.63409 -5.58559 0.0425 0.2893 -0.1016 0.414
H 2.05622 8.03459 -5.92294 -0.4577 0.3677 -0.1767 0.387
H 1.21975 8.86835 -4.51515 -0.1904 -0.1353 -0.3010 0.299
H 2.54379 7.69468 -4.34325 0.0867 0.4441 0.3724 0.201
C -1.86529 -0.24299 1.13771 1.0657 -0.6656 -0.0054 0.350
N -1.36254 -0.32192 -0.23017 -0.7855 -0.5358 -0.7329 1.263
C -1.28487 0.98546 -0.93258 0.7198 -0.9805 0.5009 -0.832
C -1.23371 -1.53406 -0.87763 -0.7583 1.0230 -1.5490 -0.409
O -1.03259 -1.68210 -2.09299 0.0756 0.4411 1.5181 -0.697
H -1.13981 0.36872 1.67399 -0.4954 0.2221 0.2589 -0.319
H -1.82923 -1.23167 1.59522 0.1092 -0.1885 -0.0924 -0.807
H -2.90054 0.07828 1.25242 0.1006 0.4496 -0.3293 0.126
H -1.16069 0.82391 -2.00336 -0.1985 -0.0780 0.1323 0.372
H -2.14492 1.60837 -0.68681 -0.1943 -0.2272 -0.1568 0.352
H -0.39483 1.49070 -0.55753 -0.0386 0.1348 -0.1273 -0.367
H -1.46711 -2.42656 -0.27665 0.2297 0.2501 0.4791 0.516
Cl -3.13649 2.38253 -3.29864 0.3631 0.2115 0.2728 0.019
C -3.78513 3.76185 -4.16777 -0.7912 1.5723 -1.0422 -0.728
C -2.85478 5.00892 -4.28973 1.1438 -1.5901 0.6114 0.378
Cl -3.35488 6.24896 -5.41725 -0.7185 0.2696 -0.4658 -0.223
H -4.75556 4.04274 -3.75855 0.1403 -0.0831 0.3049 0.356
H -3.99700 3.41900 -5.18053 0.1214 0.0107 -0.0093 0.372
H -1.92236 4.62357 -4.70230 0.1127 0.0589 0.1286 -0.225
H -2.58602 5.52805 -3.36975 -0.3497 -0.3678 0.1748 0.067
Cl -5.29758 -1.11335 0.35068 -0.3440 0.0266 0.1213 -0.181
C -5.44645 -2.43172 -0.86077 0.8130 0.4250 -0.8701 -0.059
C -4.98526 -1.87991 -2.21446 1.4061 -0.6280 0.5268 0.132
Cl -6.04830 -0.68337 -2.85796 -0.8481 0.9311 -0.4818 -0.205
H -6.48194 -2.77015 -0.89734 0.2500 -0.1541 0.2400 0.423
H -4.68864 -3.14213 -0.53041 -0.4875 -0.4758 -0.0212 -0.136
H -4.77161 -2.59307 -3.01062 -0.6040 -0.5744 0.3428 0.388
H -3.99241 -1.45240 -2.07454 -0.0768 0.3966 0.1780 -0.294
```
Forces are in eV/Å.

For the HOMO energy, the calculation gives -8.3350 eV. The SMILES is CCOP(=O)(OCC)OCC.CCOP(=O)(OCC)OCC.CCOP(=O)(OCC)OCC.CCOP(=O)(OCC)OCC.CCOP(=O)(OCC)OCC.CCOP(=O)(OCC)OCC.CN(C)C=O.ClCCCl.ClCCCl. The value obtained for the HOMO-LUMO gap is 8.817 eV. The calculation puts the energy relative to the best compared isomer or geometry (same formula, charge and spin) at 0.000 eV.